Entry 1:
Molecular formula: C32H36BBr2N11O5STi
Method: DFT, ωB97M-V/def2-TZVPD

Computed properties:
HOMO energy (spin up / spin down), eV: -3.81 / -3.81
<S²>: 0.75
ΔE to the lowest compared entry with this formula, charge and spin, kJ/mol: 119.32
2S+1: 2
Frontier orbital gap (spin up / spin down), eV: 3.99 / 4.00
Net charge: -1
Max |F|, eV/A: 6.36

Structure (XYZ):
```
89
Properties=species:S:1:pos:R:3:forces:R:3
Ti -12.651 -1.814 11.951 1.17 3.04 -0.40
C -14.712 1.088 16.068 -0.90 -0.34 -0.23
C -13.753 0.824 17.214 0.50 0.68 -0.63
C -14.198 -0.206 18.204 -1.02 -0.06 1.97
C -12.465 0.351 16.657 2.44 -0.18 -1.06
C -11.273 0.018 17.403 -1.13 0.21 -1.28
C -10.329 -0.162 16.434 0.92 -1.38 -1.01
N -10.906 -0.039 15.195 0.63 -0.04 0.94
N -12.196 0.303 15.329 -0.64 0.15 1.31
B -10.085 -0.051 13.865 -0.72 0.20 -0.30
N -10.818 0.656 12.753 -1.64 -1.39 -0.45
C -10.271 1.507 11.902 0.33 1.27 -0.62
C -11.245 1.993 11.049 -1.33 -1.43 1.60
C -12.494 1.377 11.462 2.33 -0.56 -0.10
N -12.179 0.387 12.399 1.30 2.13 -0.08
C -13.833 1.912 11.040 -0.95 -1.76 1.40
C -13.938 3.354 11.492 0.56 0.22 0.50
C -14.293 1.638 9.630 0.06 -0.10 -0.96
N -9.724 -1.503 13.350 -1.67 -2.60 0.60
C -8.614 -2.179 13.624 2.07 0.38 1.01
C -8.807 -3.542 13.744 -1.08 -0.19 -0.51
C -10.194 -3.676 13.498 0.49 1.15 -0.20
N -10.776 -2.495 13.245 1.39 1.01 0.15
C -10.928 -4.959 13.592 -0.95 1.12 0.33
C -10.760 -5.412 15.052 -1.59 -0.76 0.07
C -10.401 -6.007 12.663 0.53 -0.80 -0.57
H -15.642 1.523 16.472 0.17 -0.15 -0.20
H -14.983 0.099 15.582 0.36 1.32 0.14
H -14.282 1.816 15.340 -0.35 -0.88 0.39
H -13.542 1.788 17.750 -0.26 -0.71 -0.30
H -14.303 -1.220 17.803 0.04 0.21 -0.28
H -15.186 0.073 18.663 0.78 -0.26 -0.31
H -13.456 -0.275 19.037 -0.59 0.01 -0.52
H -11.187 -0.172 18.444 0.18 0.18 0.60
H -9.305 -0.579 16.477 -0.69 0.64 0.16
H -9.061 0.511 14.083 0.49 -0.02 -0.08
H -9.206 1.787 12.005 -0.86 -0.26 -0.09
H -11.177 2.645 10.233 0.28 0.93 -0.74
H -14.853 1.253 11.593 3.34 2.37 -0.82
H -13.195 4.018 11.006 -0.34 0.00 0.09
H -13.756 3.408 12.588 -0.03 0.07 -0.55
H -14.947 3.739 11.327 0.00 0.03 -0.15
H -13.564 1.914 8.828 -0.53 0.06 0.35
H -15.271 2.189 9.500 0.98 -0.66 -0.16
H -14.477 0.535 9.514 0.01 1.02 -0.07
H -7.662 -1.658 13.862 -0.97 -0.16 -0.43
H -8.163 -4.407 13.935 0.05 0.91 -0.05
H -11.989 -4.717 13.336 0.74 -0.53 0.41
H -9.718 -5.591 15.257 0.38 -0.28 0.09
H -11.365 -6.342 15.231 0.67 0.65 -0.07
H -11.101 -4.664 15.776 -0.02 0.02 -0.24
H -10.429 -5.724 11.574 0.02 -0.24 1.06
H -11.065 -6.866 12.837 0.49 -0.17 -0.44
H -9.349 -6.275 12.965 -0.98 0.10 -0.51
Br -16.955 -5.303 15.418 0.04 0.63 0.59
C -15.660 -4.148 14.614 0.05 -0.40 0.78
C -14.694 -3.418 15.360 -1.57 -1.27 -0.22
C -13.645 -2.933 14.640 -0.56 0.13 -2.94
N -13.627 -3.078 13.258 -0.96 -2.05 0.81
C -14.541 -3.888 12.572 0.19 1.63 3.16
C -15.654 -4.345 13.250 0.92 0.16 0.30
C -14.378 -4.091 11.171 0.81 0.57 -4.04
C -15.169 -4.966 10.341 0.49 0.26 2.47
C -15.032 -4.974 8.978 1.55 1.56 0.08
Br -15.772 -6.298 7.929 -0.46 -0.43 -0.37
C -14.214 -3.977 8.399 0.05 -0.16 1.30
C -13.504 -3.111 9.233 0.38 -0.55 1.26
N -13.446 -3.251 10.594 -2.48 -1.47 -0.98
H -14.818 -3.298 16.437 0.25 -0.08 -0.38
H -12.809 -2.391 15.042 0.11 0.37 0.15
H -16.459 -4.883 12.784 0.03 -0.09 -0.15
H -15.802 -5.686 10.871 0.11 0.28 -0.47
H -14.026 -3.928 7.351 -0.23 0.13 -0.60
H -12.898 -2.284 8.871 0.02 -0.27 -0.25
O -15.956 0.788 11.727 -2.42 -4.57 0.48
S -15.737 -0.747 11.828 0.44 4.04 -0.86
O -16.402 -1.532 10.828 -0.12 -0.40 -0.77
O -16.000 -1.174 13.161 0.34 -0.92 1.54
O -14.167 -0.818 11.492 -1.60 -1.26 0.58
N -9.417 -3.084 10.380 -0.66 -0.40 1.28
C -10.170 -2.042 9.954 0.04 -0.20 -1.78
O -11.227 -1.692 10.534 -0.05 -0.07 0.76
C -9.842 -1.427 8.685 -0.02 -1.09 2.47
C -8.652 -1.860 8.146 3.05 -0.68 -1.50
N -7.613 -2.294 7.807 -1.84 0.62 0.49
C -10.579 -0.329 8.302 -3.69 4.38 -2.77
N -11.286 0.548 7.885 2.96 -3.41 1.75
H -9.677 -3.556 11.261 0.39 0.64 -0.98
H -8.641 -3.436 9.840 -0.04 0.25 0.04
```
Forces are in eV/Å.


Entry 2:
Molecular formula: C5H4Br2F3NO
Method: DFT, ωB97M-V/def2-TZVPD

Computed properties:
HOMO energy, eV: -10.18
SMILES: O=C1N[C@@H](C(F)(F)F)[C@@]1(Br)CBr
Frontier orbital gap, eV: 10.62
Max |F|, eV/A: 3.34

Structure (XYZ):
```
16
Properties=species:S:1:pos:R:3:forces:R:3
O -1.352 0.064 -2.417 -0.17 0.09 -0.40
C -0.668 -0.262 -1.501 -0.24 -0.11 0.44
N 0.634 -0.646 -1.417 0.68 -0.17 -0.06
C 0.833 -0.800 -0.003 -3.09 0.80 0.13
C 1.733 0.228 0.645 -0.03 0.21 -0.02
F 3.022 -0.137 0.585 0.19 -0.18 -0.08
F 1.641 1.426 0.049 -0.08 0.07 -0.12
F 1.436 0.411 1.938 -0.11 -0.18 0.17
C -0.967 -0.379 0.017 3.23 -0.82 0.04
Br -1.963 -1.939 0.502 0.03 -0.03 -0.07
C -1.372 0.851 0.761 -0.36 0.12 0.06
Br -3.230 1.265 0.315 0.15 0.17 0.12
H 1.333 -0.702 -2.143 -0.16 0.03 -0.07
H 1.030 -1.806 0.365 -0.02 0.12 0.01
H -0.783 1.717 0.461 -0.03 -0.13 0.02
H -1.327 0.707 1.841 0.01 0.01 -0.18
```
Forces are in eV/Å.


Q: Among the records above, which one has the lowest max |F|?
A: C5H4Br2F3NO


Q: Look up the max |F| of the first one.
A: 6.36 eV/A